# C6H10

An isolated ion of composition C6H10 and charge +1 at a distorted geometry (the ωB97M-V functional and the def2-TZVPD basis, the OMol25 dataset).

CARTESIAN COORDINATES (ANGSTROEM)
1 C 1.360 0.282 0.239
2 C -0.037 -0.225 0.268
3 C -0.706 -0.460 -0.936
4 C -0.114 -0.424 -2.274
5 C -0.775 0.742 2.298
6 C -0.657 -0.368 1.569
7 H 1.737 0.707 1.162
8 H 1.537 1.065 -0.513
9 H 2.024 -0.558 0.018
10 H -1.759 -0.707 -0.886
11 H -0.406 0.477 -2.833
12 H -0.484 -1.235 -2.900
13 H 0.965 -0.515 -2.248
14 H -0.290 1.651 1.964
15 H -1.369 0.904 3.198
16 H -1.023 -1.336 1.873

Summary:
**HOMO-LUMO gap (spin up / spin down)**: 10.31 / 7.35 eV
**HOMO (spin up / spin down)**: -14.759 / -15.252 eV
**<S²>**: 0.760
**Total charge**: +1
**2S+1**: 2
**Relative energy (zero: lowest compared OMol25 entry of this formula, charge and spin)**: 27.7 kJ/mol

Quick look at the Mulliken charges, all values in e: -1.3954, 0.7162, -0.0222, -1.1912, -0.5993, -0.2696, 0.4223, 0.4116, 0.4204, 0.4605, 0.3511, 0.3901, 0.3524, 0.2608, 0.2994, 0.3928

---

# C2H8N2O

A 2-piece molecular cluster, C2H8N2O overall at a distorted geometry (the ωB97M-V functional and the def2-TZVPD basis, the OMol25 dataset).

CARTESIAN COORDINATES (ANGSTROEM)
1 N -1.464 -0.416 -0.893
2 C -2.387 0.449 -0.345
3 O -3.509 0.286 0.044
4 H -0.548 -0.149 -0.625
5 H -1.842 -1.095 -1.547
6 H -1.788 1.404 0.058
7 C 1.919 -0.047 -0.059
8 N 0.947 -0.202 1.090
9 H 2.959 0.270 0.238
10 H 1.960 -1.008 -0.565
11 H 1.582 0.796 -0.740
12 H 0.852 0.647 1.609
13 H 1.316 -0.935 1.734

Summary:
**HOMO-LUMO gap**: 10.39 eV
**HOMO**: -9.585 eV
**2S+1**: 1
**Structure (SMILES)**: NC=O.CN
**Relative energy (zero: lowest compared OMol25 entry of this formula, charge and spin)**: 155.6 kJ/mol

Quick look at the Mulliken charges, all values in e: -0.2926, 0.1418, -0.4974, 0.2615, 0.2095, 0.1659, -0.7935, -0.5278, 0.2891, 0.3275, 0.2979, 0.1944, 0.2237

---

# C4H12

A 2-piece molecular cluster, C4H12 overall at a distorted geometry (the ωB97M-V functional and the def2-TZVPD basis, the OMol25 dataset).

CARTESIAN COORDINATES (ANGSTROEM)
1 C -0.997 -0.991 0.959
2 C -2.247 -0.995 1.802
3 H -0.129 -0.530 1.405
4 H -0.785 -2.000 0.585
5 H -1.343 -0.363 0.095
6 H -3.021 -1.677 1.402
7 H -2.708 0.024 1.846
8 H -2.199 -1.367 2.848
9 C 0.910 0.794 -1.359
10 C 2.383 1.269 -1.458
11 H 0.538 0.121 -2.230
12 H 0.893 0.116 -0.538
13 H 0.300 1.563 -1.003
14 H 3.114 0.483 -1.179
15 H 2.534 1.704 -2.528
16 H 2.756 1.847 -0.647

Summary:
**HOMO-LUMO gap**: 12.48 eV
**HOMO**: -11.395 eV
**2S+1**: 1
**Structure (SMILES)**: CC.CC
**Relative energy (zero: lowest compared OMol25 entry of this formula, charge and spin)**: 100.5 kJ/mol

Quick look at the Mulliken charges, all values in e: -0.6474, -0.9613, 0.3138, 0.2584, 0.1917, 0.2772, 0.2723, 0.2918, -0.6635, -0.9495, 0.2799, 0.1210, 0.3675, 0.2758, 0.2287, 0.3434

---

# C16H26AuN6O6

C16H26AuN6O6 as an isolated structure at a distorted geometry (the ωB97M-V functional and the def2-TZVPD basis, the OMol25 dataset).

CARTESIAN COORDINATES (ANGSTROEM)
1 O -1.514 -2.003 -3.394
2 H -1.413 -2.187 -4.345
3 Au 0.125 -0.204 -0.698
4 N -1.840 -0.649 -0.883
5 N -0.468 1.474 -1.745
6 N 0.866 -1.807 0.325
7 N 2.084 0.378 -0.480
8 O -2.434 -1.563 -0.273
9 O 0.168 -2.882 0.717
10 O 2.581 1.581 -0.866
11 O 0.316 2.434 -2.067
12 C -1.731 1.325 -2.238
13 C -2.477 0.224 -1.742
14 C 2.152 -1.680 0.662
15 C 2.823 -0.464 0.246
16 C -3.843 -0.189 -2.121
17 H -3.750 -1.141 -2.660
18 H -4.339 0.543 -2.759
19 H -4.447 -0.341 -1.217
20 C -2.207 2.310 -3.237
21 H -1.624 2.257 -4.165
22 H -2.123 3.325 -2.834
23 H -3.250 2.117 -3.492
24 C 2.753 -2.686 1.574
25 C 4.184 -0.076 0.708
26 H 2.249 -3.655 1.469
27 H 2.668 -2.365 2.628
28 H 3.812 -2.811 1.329
29 H 4.437 0.960 0.463
30 H 4.932 -0.723 0.239
31 H 4.276 -0.210 1.791
32 H -0.434 -3.152 -0.104
33 H 1.806 1.998 -1.387
34 C 0.572 -1.049 -2.549
35 H -0.518 -1.406 -3.113
36 H 1.174 -1.926 -2.328
37 H 1.089 -0.282 -3.138
38 O -1.123 -3.679 -1.471
39 H -1.307 -3.127 -2.332
40 H -0.766 -4.537 -1.771
41 N -1.847 2.456 2.224
42 C -1.669 1.800 1.053
43 N -0.599 1.026 1.113
44 C -0.037 1.176 2.380
45 C 1.102 0.627 2.994
46 C 1.434 1.059 4.287
47 C 0.641 1.994 4.981
48 C -0.511 2.518 4.387
49 C -0.814 2.089 3.096
50 H -2.593 3.103 2.434
51 H -2.341 1.924 0.222
52 H 1.690 -0.115 2.459
53 H 2.332 0.661 4.772
54 H 0.921 2.312 5.982
55 H -1.168 3.238 4.876

Summary:
**HOMO-LUMO gap (spin up / spin down)**: 4.31 / 5.58 eV
**HOMO (spin up / spin down)**: -9.242 / -10.818 eV
**<S²>**: 2.081
**Total charge**: +1
**2S+1**: 3
**Relative energy (zero: lowest compared OMol25 entry of this formula, charge and spin)**: 0.0 kJ/mol

Quick look at the Mulliken charges, all values in e: -0.7949, 0.1729, 2.2509, 0.4576, 0.5944, 0.1849, 0.1602, -0.5286, -0.5836, -0.5199, -0.7708, 0.6007, 0.3145, 0.3117, 0.5119, -1.5857, 0.2904, 0.4552, 0.3190, -1.5395, 0.3212, 0.3503, 0.4149, -1.4963, -1.5805, 0.4301, 0.2586, 0.4073, 0.4497, 0.3719, 0.3015, 0.4783, 0.4778, -1.3369, 0.3985, 0.3304, 0.5042, -0.6413, 0.3479, 0.2819, -0.0214, -0.5263, -0.0417, 0.1224, 0.2077, -0.8212, -0.4640, -1.0552, 0.1402, 0.2601, 0.4645, 0.1695, 0.4174, 0.3945, 0.3830

---

# C33H31N2O2PS2Ti

C33H31N2O2PS2Ti as an isolated structure (the ωB97M-V functional and the def2-TZVPD basis, the OMol25 dataset).

CARTESIAN COORDINATES (ANGSTROEM)
1 Ti -0.372 -1.550 0.068
2 S -0.436 -4.247 -1.871
3 C 0.934 -3.245 -2.107
4 N 1.222 -2.147 -1.450
5 C 2.450 -1.630 -1.875
6 C 3.091 -0.504 -1.370
7 C 4.312 -0.124 -1.891
8 C 4.915 -0.856 -2.916
9 C 4.299 -1.986 -3.425
10 C 3.073 -2.361 -2.890
11 S 2.098 -3.734 -3.305
12 H 2.619 0.080 -0.597
13 H 4.802 0.758 -1.499
14 H 5.871 -0.544 -3.313
15 H 4.761 -2.565 -4.213
16 C -3.784 1.752 0.633
17 C -4.167 0.336 0.218
18 C -5.682 0.144 0.190
19 C -3.516 -0.742 1.097
20 C -3.923 -0.673 2.584
21 O -2.690 -0.526 3.311
22 C -1.692 -0.519 2.413
23 N -2.054 -0.656 1.157
24 C -0.336 -0.417 2.789
25 C 0.102 -0.783 4.076
26 C 1.421 -1.052 4.305
27 C 2.346 -1.007 3.221
28 C 1.970 -0.549 1.994
29 C 0.624 -0.127 1.704
30 P 0.175 1.434 0.816
31 C 1.582 2.620 0.842
32 C 1.195 3.932 0.549
33 C 2.121 4.960 0.495
34 C 3.459 4.703 0.762
35 C 3.853 3.414 1.083
36 C 2.925 2.380 1.120
37 C 0.116 1.098 -1.031
38 C 1.015 1.676 -1.934
39 C 0.906 1.460 -3.299
40 C -0.098 0.651 -3.816
41 C -1.022 0.096 -2.950
42 C -0.925 0.340 -1.584
43 H -4.205 2.477 -0.066
44 H -2.701 1.881 0.655
45 H -4.171 1.994 1.626
46 H -3.801 0.167 -0.801
47 H -6.123 0.320 1.174
48 H -5.949 -0.867 -0.124
49 H -6.143 0.847 -0.504
50 H -3.798 -1.710 0.678
51 H -4.422 -1.576 2.935
52 H -4.545 0.190 2.817
53 H -0.636 -0.912 4.859
54 H 1.753 -1.360 5.287
55 H 3.365 -1.338 3.373
56 H 2.721 -0.531 1.218
57 H 0.148 4.142 0.357
58 H 1.796 5.965 0.257
59 H 4.186 5.504 0.732
60 H 4.891 3.206 1.311
61 H 3.264 1.392 1.386
62 H 1.828 2.292 -1.575
63 H 1.631 1.912 -3.964
64 H -0.162 0.470 -4.881
65 H -1.828 -0.524 -3.322
66 H -1.724 -0.026 -0.946
67 C -2.570 -4.020 -0.238
68 C -1.242 -3.344 -0.496
69 O -0.412 -3.272 0.621
70 H -2.995 -3.598 0.673
71 H -2.451 -5.097 -0.073
72 H -3.270 -3.869 -1.060

Summary:
**HOMO-LUMO gap (spin up / spin down)**: 5.93 / 7.50 eV
**HOMO (spin up / spin down)**: -5.468 / -7.415 eV
**<S²>**: 2.014
**2S+1**: 3
**Relative energy (zero: lowest compared OMol25 entry of this formula, charge and spin)**: 141.1 kJ/mol

Quick look at the Mulliken charges, all values in e: -0.7074, -0.4295, 0.3365, 0.7763, -1.3267, 1.2558, -1.0215, -0.6932, -0.5063, 0.9059, -0.2890, -0.5917, 0.5042, 0.3997, 0.4080, -1.1321, 0.7652, -1.6475, -0.7334, -0.6393, -0.5258, 0.6128, 1.7376, -0.5425, -0.8878, -0.8954, -1.0388, -0.4296, 1.1672, 0.2639, 0.1595, -0.2743, -0.7318, -0.4316, -1.0398, 0.0237, 1.1627, -0.6452, -0.5491, -0.8403, -0.3696, 0.9404, 0.4744, 0.0817, 0.3060, 0.1115, 0.3328, 0.4072, 0.4405, 0.2485, 0.2292, 0.3868, 0.5141, 0.3559, 0.5102, 0.4257, 0.3979, 0.4003, 0.3960, 0.4333, 0.4539, 0.2435, 0.4337, 0.4035, 0.5018, -1.0735, -1.7131, 1.1586, -0.5268, 0.3463, 0.4986, 0.3215

---

# C5H12N2O

A 2-piece molecular cluster, C5H12N2O overall at a distorted geometry (the ωB97M-V functional and the def2-TZVPD basis, the OMol25 dataset).

CARTESIAN COORDINATES (ANGSTROEM)
1 C 1.530 2.567 0.975
2 N 1.054 1.699 2.004
3 C -0.199 2.091 2.555
4 C 0.230 -0.580 0.511
5 C -0.805 -1.224 -0.229
6 C -0.571 -1.579 -1.621
7 N -1.609 -2.300 -2.230
8 O 0.414 -1.264 -2.269
9 H 0.898 3.446 0.795
10 H 1.691 2.057 0.022
11 H 2.520 2.965 1.247
12 H -0.238 3.165 2.760
13 H -0.379 1.572 3.495
14 H -1.040 1.882 1.881
15 H 1.159 -0.702 -0.050
16 H 0.365 -0.868 1.547
17 H 0.134 0.552 0.544
18 H -1.631 -1.723 0.264
19 H -1.523 -2.184 -3.230
20 H -2.483 -2.158 -1.750

Summary:
**HOMO-LUMO gap**: 4.31 eV
**HOMO**: -6.903 eV
**2S+1**: 1
**Relative energy (zero: lowest compared OMol25 entry of this formula, charge and spin)**: 610.0 kJ/mol

Quick look at the Mulliken charges, all values in e: -0.6729, -0.3789, -0.7372, -0.5526, -0.3401, 0.6402, -0.4944, -0.6108, 0.3041, 0.2379, 0.3044, 0.4233, 0.2517, 0.2754, 0.3151, 0.4277, -0.1473, 0.2553, 0.2661, 0.2329

---

# C13H60B2Br2F4N2O23P

A 18-piece molecular cluster, C13H60B2Br2F4N2O23P overall at a distorted geometry (the ωB97M-V functional and the def2-TZVPD basis, the OMol25 dataset).

CARTESIAN COORDINATES (ANGSTROEM)
1 C 4.893 -0.272 -0.425
2 C 4.578 -1.114 -1.619
3 C 3.156 -1.465 -1.704
4 O 2.851 -2.316 -0.628
5 C 1.686 -3.068 -0.693
6 B 1.635 -4.240 -1.810
7 O 2.512 -4.302 -2.831
8 O 0.717 -5.144 -1.614
9 O 1.633 -3.768 0.509
10 C 1.788 -2.969 1.628
11 P 1.268 -4.027 3.020
12 O -0.080 -4.518 2.907
13 C 0.881 -1.784 1.677
14 N 0.608 -1.132 0.337
15 C -0.566 -0.219 0.528
16 C -0.464 1.186 0.140
17 C 0.570 1.897 0.917
18 F 1.797 1.682 0.458
19 Br 0.514 1.404 2.774
20 C 0.280 3.395 0.838
21 F -0.832 3.581 1.476
22 F 0.161 3.774 -0.371
23 Br 1.611 4.472 1.714
24 C 0.419 -2.181 -0.707
25 F -0.579 -2.914 -0.190
26 B -0.077 -1.814 -2.201
27 O -0.956 -2.704 -2.639
28 N 0.365 -0.774 -3.094
29 C 1.164 -1.437 -4.149
30 C -0.878 -0.198 -3.653
31 H 4.501 0.708 -0.540
32 H 4.534 -0.747 0.456
33 H 5.940 -0.211 -0.320
34 H 4.908 -0.654 -2.518
35 H 5.104 -2.029 -1.542
36 H 2.597 -0.551 -1.676
37 H 2.975 -1.900 -2.656
38 H 2.173 -3.872 -3.627
39 H 0.419 -5.540 -2.441
40 H 2.803 -2.733 1.819
41 H 2.266 -4.980 3.135
42 H 1.444 -3.177 4.116
43 H -0.050 -2.098 2.059
44 H 1.272 -1.030 2.309
45 H 1.443 -0.582 0.124
46 H -0.735 -0.189 1.568
47 H -1.434 -0.651 0.127
48 H -1.397 1.602 0.406
49 H -0.331 1.396 -0.894
50 H -1.763 -2.744 -2.125
51 H 1.192 -2.494 -4.057
52 H 0.861 -1.163 -5.116
53 H 2.169 -1.116 -4.075
54 H -1.286 -0.836 -4.388
55 H -0.737 0.774 -4.062
56 H -1.615 -0.093 -2.901
57 O 2.132 -4.244 -5.252
58 H 2.879 -4.842 -5.109
59 H 2.452 -3.618 -5.910
60 O -0.581 6.582 4.167
61 H -0.568 5.764 3.648
62 H 0.293 6.616 4.572
63 O -2.874 5.660 5.977
64 H -2.404 6.130 5.273
65 H -3.615 6.227 6.206
66 O -3.194 1.453 -2.587
67 H -3.078 2.206 -1.995
68 H -4.148 1.389 -2.688
69 O 0.735 7.370 1.545
70 H 0.252 7.370 2.387
71 H 1.537 7.874 1.712
72 O 2.517 -7.647 -4.997
73 H 1.870 -7.000 -5.297
74 H 2.192 -7.933 -4.137
75 O -3.820 -0.198 0.290
76 H -2.977 -0.643 0.408
77 H -4.448 -0.820 0.676
78 O 1.362 -7.969 -1.613
79 H 1.431 -7.036 -1.383
80 H 1.107 -8.410 -0.797
81 O -3.456 4.396 -2.910
82 H -4.059 4.847 -3.506
83 H -2.643 4.919 -2.988
84 O -2.090 6.976 -3.685
85 H -2.574 7.687 -4.115
86 H -1.280 7.429 -3.395
87 O 4.634 -4.859 2.977
88 H 4.425 -5.717 2.593
89 H 5.509 -4.983 3.360
90 O -1.581 -0.931 3.843
91 H -1.533 -0.124 4.366
92 H -1.880 -1.596 4.478
93 O -4.072 -2.760 3.006
94 H -3.214 -2.335 2.916
95 H -3.889 -3.700 2.906
96 O -3.792 -0.144 5.567
97 H -3.761 0.294 4.706
98 H -4.712 -0.413 5.648
99 O -3.229 1.121 2.380
100 H -2.379 1.555 2.258
101 H -3.040 0.178 2.301
102 O -0.392 8.920 -2.508
103 H 0.330 8.968 -1.878
104 H -1.016 9.602 -2.209
105 O -5.422 7.448 4.796
106 H -5.604 7.832 5.660
107 H -6.236 6.990 4.561

Summary:
**HOMO-LUMO gap**: 9.85 eV
**HOMO**: -11.952 eV
**Total charge**: +1
**2S+1**: 1

Mulliken atomic charge list, values in e, 99 entries: -1.3291, -1.2201, 0.5129, -0.4879, -0.0822, 0.7156, -0.6435, -0.7982, -0.3396, 0.5913, 0.2590, -0.6373, -1.6471, 1.1337, -1.5160, -1.9049, 1.3348, -0.3740, -0.0255, 0.5118, -0.1333, -0.1871, -0.1121, 0.0154, -0.6533, 1.1306, -0.4716, -0.4852, -1.6676, -1.2859, 0.2813, 0.2263, 0.5592, 0.5189, 0.4450, 0.3254, -0.2289, 0.5049, 0.3594, 0.4894, 0.0226, 0.0786, 0.6675, 0.5455, 0.6685, 0.6981, -0.0668, 0.8311, 0.6008, 0.3996, 0.5411, 0.5698, 0.5057, 0.5297, 0.2874, 0.3971, -0.6699, 0.3181, 0.3029, -0.7067, 0.3149, 0.3430, -0.6151, 0.3084, 0.3055, -0.4890, 0.2167, 0.2556, -0.6075, 0.3677, 0.3110, -0.6362, 0.3063, 0.3193, -0.5795, 0.2677, 0.2682, -0.6259, 0.3944, 0.2881, -0.5790, 0.2723, 0.3332, -0.6122, 0.2668, 0.3617, -0.5912, 0.3036, 0.2757, -0.4311, 0.2083, 0.2906, -0.6517, 0.3060, 0.3063, -0.6187, 0.3368, 0.3069, -0.6024

---

# C4H10O2

A 3-piece molecular cluster, C4H10O2 overall at a distorted geometry (the ωB97M-V functional and the def2-TZVPD basis, the OMol25 dataset).

CARTESIAN COORDINATES (ANGSTROEM)
1 C 0.661 -0.919 -0.262
2 C -2.685 0.313 -1.140
3 O 0.717 1.382 1.510
4 C -1.362 0.337 -0.901
5 C -0.627 -0.868 -0.881
6 H 1.111 0.061 -0.245
7 H 1.384 -1.575 -0.762
8 H 0.598 -1.289 0.781
9 H -3.304 1.196 -1.206
10 H -3.149 -0.652 -1.302
11 H 0.804 1.896 2.318
12 H -0.803 1.254 -0.742
13 H -1.231 -1.772 -0.909
14 H 3.552 -0.150 1.459
15 H 1.585 0.844 1.348
16 O 2.749 -0.061 0.935

Summary:
**HOMO-LUMO gap**: 4.27 eV
**HOMO**: -7.328 eV
**2S+1**: 1
**Relative energy (zero: lowest compared OMol25 entry of this formula, charge and spin)**: 537.8 kJ/mol

Quick look at the Mulliken charges, all values in e: -1.0933, -0.6531, -0.6980, 0.1437, 0.2706, 0.3038, 0.4126, 0.3380, 0.2877, 0.2312, 0.2546, 0.3069, 0.2934, 0.1404, 0.4116, -0.9498

---

Number 1: total energy -6374.4118 eV. Number 2: total energy -7230.7151 eV. Number 3: total energy -4341.4867 eV. Number 4: total energy -41914.0418 eV. Number 5: total energy -95874.2941 eV. Number 6: total energy -10402.1013 eV. Number 7: total energy -226119.0446 eV. Number 8: total energy -8399.9730 eV.